1.
The following is a quantum chemistry calculation of C24H27EuN10S as an isolated structure in a non-equilibrium geometry, from the OMol25 dataset.

Geometry (Å):
1 Eu -0.64 0.56 0.12
2 N 2.89 -0.62 -2.69
3 C 1.81 -0.56 -1.90
4 S 0.59 0.59 -2.34
5 N 1.72 -1.43 -0.93
6 N 0.86 -1.24 0.07
7 C 0.49 -2.26 0.79
8 C -0.28 -2.05 2.00
9 C -0.59 -3.12 2.84
10 C -1.20 -2.88 4.06
11 C -1.44 -1.56 4.43
12 C -1.16 -0.56 3.52
13 N -0.63 -0.77 2.31
14 H 2.91 -0.09 -3.55
15 H 3.60 -1.32 -2.51
16 H 0.84 -3.26 0.55
17 H -0.36 -4.13 2.54
18 H -1.45 -3.69 4.73
19 H -1.85 -1.32 5.40
20 H -1.33 0.47 3.80
21 C -1.15 4.28 0.52
22 C 0.04 3.35 0.53
23 C 0.37 2.59 1.67
24 C 1.57 1.86 1.72
25 C 2.02 1.16 2.97
26 C 2.42 1.88 0.61
27 C 2.13 2.65 -0.52
28 C 3.13 2.76 -1.62
29 C 0.93 3.37 -0.55
30 H -1.83 4.08 1.34
31 H -1.69 4.23 -0.43
32 H -0.79 5.30 0.63
33 H -0.18 2.77 2.60
34 H 2.09 0.08 2.82
35 H 1.34 1.34 3.80
36 H 3.01 1.51 3.27
37 H 3.36 1.35 0.65
38 H 3.52 1.78 -1.89
39 H 3.98 3.35 -1.27
40 H 2.71 3.24 -2.50
41 H 0.72 4.01 -1.39
42 N -3.20 2.16 2.35
43 C -3.79 1.80 1.19
44 N -5.03 2.20 1.01
45 C -5.61 1.87 -0.15
46 N -6.84 2.29 -0.38
47 N -4.99 1.10 -1.07
48 C -3.77 0.74 -0.81
49 N -3.05 1.10 0.28
50 C -3.15 -0.19 -1.78
51 C -3.68 -0.31 -3.06
52 C -3.13 -1.23 -3.94
53 C -2.09 -2.04 -3.48
54 C -1.61 -1.84 -2.20
55 N -2.10 -0.92 -1.36
56 H -3.82 2.55 3.05
57 H -2.39 1.65 2.67
58 H -7.30 2.86 0.31
59 H -7.32 2.05 -1.23
60 H -4.51 0.32 -3.34
61 H -3.50 -1.32 -4.95
62 H -1.66 -2.79 -4.12
63 H -0.80 -2.46 -1.82

Summary:
Multiplicity = 7
Net charge = +2
DFT total energy = -70382.2377 eV
LUMO energy (alpha / beta) = -7.17 / -6.42 eV
HOMO (alpha / beta) = -13.467 / -13.470 eV


2.
The following is a quantum chemistry calculation of C24H27F6NNdO2P2 as an isolated structure in a non-equilibrium geometry, from the OMol25 dataset.

Geometry (Å):
1 C 0.78 2.91 -4.08
2 C -0.02 2.60 -2.99
3 C -0.84 1.42 -3.05
4 C -0.78 0.59 -4.18
5 C 0.03 0.91 -5.26
6 C 0.81 2.07 -5.21
7 C -1.52 -0.70 -4.04
8 C -2.90 -0.42 -3.41
9 C -2.83 0.39 -2.25
10 C -3.93 0.36 -1.32
11 C -4.89 -0.63 -1.46
12 C -4.89 -1.47 -2.57
13 C -3.96 -1.32 -3.59
14 H 1.32 3.86 -4.10
15 H 0.10 0.21 -6.08
16 H 1.40 2.35 -6.07
17 H -1.67 -1.10 -5.04
18 H -5.66 -0.73 -0.69
19 H -5.64 -2.24 -2.66
20 H -3.97 -1.94 -4.49
21 N -1.64 1.05 -1.94
22 Nd -0.12 0.13 -0.18
23 C -0.01 3.49 -1.76
24 H -1.02 3.59 -1.35
25 H 0.37 4.49 -2.00
26 C -3.87 1.24 -0.09
27 H -3.64 2.27 -0.38
28 H -4.83 1.23 0.43
29 P 1.02 2.77 -0.39
30 P -2.57 0.74 1.12
31 C -3.27 -0.82 1.79
32 H -2.58 -1.21 2.56
33 H -4.25 -0.61 2.24
34 H -3.38 -1.56 0.99
35 C -2.77 1.89 2.54
36 H -3.78 1.79 2.95
37 H -2.02 1.60 3.29
38 H -2.58 2.91 2.19
39 C 2.75 2.84 -1.00
40 H 3.14 3.87 -1.09
41 H 3.37 2.29 -0.28
42 H 2.83 2.33 -1.97
43 C 0.91 4.01 0.95
44 H 1.37 3.55 1.84
45 H 1.44 4.93 0.69
46 H -0.14 4.20 1.15
47 C -0.69 -1.74 -3.32
48 O -0.39 -1.69 -2.12
49 H -0.84 -2.65 -4.01
50 C 2.47 -1.87 2.79
51 C 1.51 -0.70 2.82
52 O 0.83 -0.48 1.63
53 C 0.43 -1.00 3.93
54 F 0.97 -1.34 5.15
55 F -0.43 0.04 4.12
56 F -0.34 -2.06 3.50
57 C 2.33 0.60 3.16
58 F 3.07 0.50 4.31
59 F 3.19 0.83 2.11
60 F 1.52 1.71 3.23
61 H 1.89 -2.80 2.56
62 H 2.96 -1.98 3.77
63 H 3.23 -1.68 2.01

Summary:
Multiplicity = 4
Net charge = +1
Energy above the lowest of the compared OMol25 structures with the same formula, charge and spin = 19.5 kJ/mol
DFT total energy = -81067.9364 eV
LUMO energy (alpha / beta) = -3.41 / -3.34 eV
HOMO (alpha / beta) = -9.897 / -9.919 eV


3.
The following is a quantum chemistry calculation of C24H27GdN7O as an isolated structure in a non-equilibrium geometry, from the OMol25 dataset.

Geometry (Å):
1 Gd 0.20 -0.08 -0.21
2 C -2.48 1.83 0.78
3 C -1.32 2.21 1.70
4 C -1.00 1.05 2.60
5 C -1.73 0.83 3.76
6 C -1.44 -0.22 4.66
7 C -0.32 -1.00 4.31
8 C 0.35 -0.77 3.12
9 N -0.03 0.17 2.23
10 N -2.06 1.12 -0.49
11 C -3.03 0.02 -0.88
12 C -2.78 -1.22 -0.04
13 C -3.68 -1.70 0.87
14 C -3.33 -2.83 1.63
15 C -2.18 -3.59 1.35
16 C -1.37 -3.07 0.31
17 N -1.54 -1.87 -0.20
18 C -1.87 2.06 -1.62
19 C -0.91 1.56 -2.67
20 C -0.82 2.29 -3.81
21 C -0.12 1.82 -4.92
22 C 0.57 0.62 -4.78
23 C 0.64 0.03 -3.51
24 N -0.07 0.51 -2.46
25 H -3.14 1.19 1.37
26 H -3.05 2.72 0.47
27 H -0.46 2.46 1.15
28 H -1.55 3.10 2.32
29 H -2.63 1.43 3.84
30 H -2.10 -0.40 5.49
31 H -0.07 -1.95 4.85
32 H 1.30 -1.26 2.91
33 H -4.03 0.40 -0.72
34 H -2.82 -0.21 -1.97
35 H -4.62 -1.20 1.09
36 H -4.04 -3.16 2.37
37 H -1.85 -4.48 1.88
38 H -0.53 -3.65 -0.07
39 H -2.78 2.34 -2.14
40 H -1.47 3.01 -1.22
41 H -1.47 3.18 -3.96
42 H -0.08 2.40 -5.82
43 H 0.94 0.06 -5.61
44 H 1.19 -0.92 -3.29
45 C 4.66 2.10 -0.55
46 N 4.18 0.76 -0.18
47 C 5.15 -0.24 -0.12
48 C 4.73 -1.55 -0.11
49 C 3.35 -1.84 -0.21
50 N 2.45 -0.83 -0.21
51 C 2.85 0.48 -0.15
52 O 1.92 1.37 -0.10
53 N 2.90 -3.08 -0.27
54 H 4.08 2.85 0.01
55 H 4.54 2.31 -1.63
56 H 5.74 2.25 -0.33
57 H 6.17 0.12 -0.02
58 H 5.46 -2.40 -0.09
59 H 3.52 -3.90 -0.34
60 H 1.92 -3.25 -0.38

Summary:
Multiplicity = 8
Net charge = +3
Energy above the lowest of the compared OMol25 structures with the same formula, charge and spin = 0.0 kJ/mol
DFT total energy = -58617.2126 eV
LUMO energy (alpha / beta) = -10.84 / -8.70 eV
HOMO (alpha / beta) = -17.817 / -17.818 eV


4.
The following is a quantum chemistry calculation of C24H27N3NiO5S4 as an isolated structure, from the OMol25 dataset.

Geometry (Å):
1 Ni -0.47 0.78 0.81
2 O 4.61 0.87 5.75
3 C 3.77 0.92 4.87
4 S 2.04 0.78 5.13
5 C 1.50 0.97 3.45
6 C 2.48 1.14 2.53
7 S 2.34 1.42 0.85
8 S 4.14 1.13 3.17
9 S -0.20 0.92 3.21
10 C -1.44 5.89 -0.56
11 C -0.46 5.37 0.50
12 C -0.91 5.85 1.89
13 C 0.95 5.91 0.21
14 C -0.44 3.90 0.47
15 C -0.43 2.69 0.39
16 H -1.48 6.98 -0.56
17 H -2.44 5.49 -0.36
18 H -1.14 5.54 -1.55
19 H -0.95 6.94 1.93
20 H -0.22 5.48 2.65
21 H -1.90 5.45 2.12
22 H 0.95 7.01 0.22
23 H 1.30 5.56 -0.76
24 H 1.65 5.55 0.97
25 O -4.59 -0.02 -0.20
26 C -3.36 0.00 -0.36
27 O -2.52 0.47 0.44
28 C -2.86 -0.68 -1.66
29 C -3.71 -1.59 -2.28
30 C -3.31 -2.37 -3.36
31 C -2.03 -2.18 -3.81
32 O -1.37 -2.81 -4.85
33 C -0.05 -2.31 -4.82
34 O 0.01 -1.21 -3.94
35 C -1.19 -1.23 -3.24
36 C -1.58 -0.46 -2.17
37 H -4.71 -1.68 -1.88
38 H -3.97 -3.10 -3.81
39 H 0.25 -2.00 -5.82
40 H 0.63 -3.11 -4.47
41 H -0.93 0.28 -1.72
42 C 3.13 -3.48 -0.46
43 C 2.90 -2.07 -0.99
44 N 1.67 -1.51 -0.50
45 C 0.78 -2.09 0.34
46 N -0.15 -1.37 0.86
47 C -1.21 -2.01 1.63
48 C -0.76 -3.31 2.26
49 C -0.14 -4.18 1.18
50 N 0.96 -3.45 0.58
51 C 1.80 -4.18 -0.33
52 H 3.60 -3.43 0.52
53 H 3.79 -4.03 -1.14
54 H 2.86 -2.08 -2.09
55 H 3.73 -1.42 -0.70
56 H 1.66 -0.49 -0.42
57 H -2.07 -2.19 0.97
58 H -1.53 -1.30 2.40
59 H -1.60 -3.83 2.73
60 H -0.01 -3.10 3.02
61 H -0.91 -4.45 0.43
62 H 0.27 -5.10 1.60
63 H 1.33 -4.28 -1.33
64 H 1.94 -5.19 0.07

Summary:
Multiplicity = 3
Net charge = -2
Energy above the lowest of the compared OMol25 structures with the same formula, charge and spin = 22.3 kJ/mol
DFT total energy = -124419.5642 eV
LUMO energy (alpha / beta) = 4.03 / 4.03 eV
HOMO (alpha / beta) = -0.524 / -0.490 eV


5.
The following is a quantum chemistry calculation of one molecule with the formula C24H27N3O5, from the OMol25 dataset.

Geometry (Å):
1 C 3.70 -0.47 -7.65
2 C 3.79 -0.21 -6.15
3 O 2.60 -0.71 -5.56
4 C 2.44 -0.62 -4.22
5 C 3.35 -0.04 -3.34
6 C 3.08 -0.02 -1.98
7 C 1.91 -0.55 -1.48
8 C 0.98 -1.12 -2.35
9 C -0.29 -1.71 -1.90
10 O -0.67 -2.77 -2.59
11 C -1.09 -1.20 -0.91
12 C -2.41 -1.75 -0.70
13 O -2.87 -2.77 -1.21
14 C -3.16 -0.76 0.18
15 O -4.31 -0.81 0.54
16 N -2.28 0.24 0.44
17 C -2.67 1.42 1.16
18 C -2.55 1.29 2.69
19 N -1.34 1.92 3.22
20 C -1.03 1.44 4.56
21 C 0.25 2.10 5.06
22 O 0.13 3.51 5.07
23 C -0.16 3.97 3.78
24 C -1.47 3.37 3.26
25 C -0.92 -0.01 -0.01
26 C -0.05 -0.31 1.19
27 C -0.20 -1.49 1.90
28 C 0.63 -1.74 2.98
29 C 1.57 -0.78 3.32
30 N 1.71 0.36 2.66
31 C 0.91 0.59 1.64
32 C 1.26 -1.17 -3.71
33 H 2.83 0.03 -8.06
34 H 3.61 -1.54 -7.83
35 H 4.59 -0.10 -8.14
36 H 3.87 0.87 -5.96
37 H 4.66 -0.71 -5.72
38 H 4.27 0.39 -3.70
39 H 3.79 0.42 -1.30
40 H 1.73 -0.55 -0.42
41 H -1.57 -3.06 -2.26
42 H -3.72 1.60 0.91
43 H -2.07 2.26 0.81
44 H -3.45 1.71 3.17
45 H -2.51 0.23 2.94
46 H -0.89 0.36 4.52
47 H -1.86 1.66 5.26
48 H 0.45 1.80 6.09
49 H 1.09 1.80 4.42
50 H -0.24 5.06 3.85
51 H 0.66 3.71 3.09
52 H -1.67 3.75 2.26
53 H -2.29 3.67 3.93
54 H -0.53 0.87 -0.54
55 H -0.95 -2.21 1.60
56 H 0.54 -2.65 3.55
57 H 2.25 -0.93 4.15
58 H 1.06 1.54 1.13
59 H 0.57 -1.62 -4.40

Summary:
Net charge = 0
Energy above the lowest of the compared OMol25 structures with the same formula, charge and spin = 321.6 kJ/mol
DFT total energy = -40033.6318 eV
SMILES string = CCOc1cccc(/C(O)=C2/C(=O)C(=O)N(CCN3CCOCC3)[C@H]2c2cccnc2)c1
LUMO energy = -0.56 eV
HOMO = -8.710 eV


6.
The following is a quantum chemistry calculation of one molecule with the formula C24H27N5O5S in a non-equilibrium geometry, from the OMol25 dataset.

Geometry (Å):
1 C -7.49 -0.59 -0.83
2 C -6.27 0.00 -0.12
3 C -6.53 1.47 0.24
4 C -5.95 -0.84 1.12
5 C -4.66 -0.45 1.84
6 N -3.49 -0.59 0.97
7 C -2.98 -1.85 0.74
8 O -3.46 -2.83 1.26
9 C -1.84 -1.90 -0.20
10 C -1.32 -3.15 -0.52
11 C -0.28 -3.26 -1.43
12 C 0.22 -2.12 -2.04
13 C -0.28 -0.87 -1.73
14 C -1.30 -0.75 -0.79
15 N -1.84 0.47 -0.39
16 C -1.55 1.80 -0.59
17 C -0.46 2.41 -1.41
18 O 0.84 1.86 -1.23
19 C 1.21 1.45 -0.01
20 O 0.51 1.51 0.97
21 C 2.57 0.85 -0.01
22 C 3.01 0.22 1.15
23 C 4.27 -0.36 1.19
24 C 5.07 -0.31 0.06
25 S 6.74 -0.97 0.13
26 O 7.17 -1.26 -1.20
27 O 6.78 -2.00 1.13
28 N 7.66 0.31 0.69
29 C 7.43 0.67 2.06
30 C 7.80 1.40 -0.24
31 C 4.64 0.30 -1.10
32 C 3.38 0.88 -1.15
33 N -2.40 2.55 0.04
34 N -3.27 1.76 0.70
35 C -2.92 0.52 0.46
36 H -8.36 -0.56 -0.17
37 H -7.72 -0.03 -1.73
38 H -7.31 -1.63 -1.10
39 H -5.42 -0.04 -0.81
40 H -5.63 1.94 0.61
41 H -7.31 1.53 1.00
42 H -6.86 2.01 -0.63
43 H -6.77 -0.75 1.84
44 H -5.87 -1.89 0.83
45 H -4.51 -1.12 2.69
46 H -4.68 0.59 2.17
47 H -1.75 -4.01 -0.05
48 H 0.13 -4.23 -1.67
49 H 1.02 -2.20 -2.76
50 H 0.11 -0.01 -2.23
51 H -0.45 3.48 -1.16
52 H -0.66 2.29 -2.48
53 H 2.36 0.21 2.01
54 H 4.63 -0.86 2.07
55 H 6.55 1.31 2.18
56 H 7.30 -0.25 2.62
57 H 8.31 1.20 2.44
58 H 7.93 0.97 -1.23
59 H 8.69 1.97 0.02
60 H 6.93 2.07 -0.23
61 H 5.29 0.30 -1.96
62 H 3.03 1.36 -2.04

Summary:
Net charge = 0
Energy above the lowest of the compared OMol25 structures with the same formula, charge and spin = 100.7 kJ/mol
DFT total energy = -53850.1409 eV
SMILES string = CC(C)CCn1c(=O)c2ccccc2n2c(COC(=O)c3ccc(S(=O)(=O)N(C)C)cc3)nnc12
LUMO energy = -0.42 eV
HOMO = -8.768 eV


7.
The following is a quantum chemistry calculation of one molecule with the formula C24H27N7O3 in a non-equilibrium geometry, from the OMol25 dataset.

Geometry (Å):
1 O 3.00 -3.37 -1.75
2 C 2.20 -3.33 -0.84
3 N 1.59 -4.43 -0.27
4 C 1.76 -5.78 -0.58
5 C 1.00 -6.70 0.14
6 C 1.12 -8.06 -0.12
7 C 2.00 -8.51 -1.09
8 C 2.76 -7.59 -1.80
9 C 2.64 -6.23 -1.55
10 N 1.81 -2.16 -0.26
11 C 2.27 -0.87 -0.72
12 C 2.75 -0.05 0.49
13 C 2.83 1.44 0.15
14 C 3.72 1.70 -1.08
15 C 2.74 1.66 -2.26
16 C 1.38 1.35 -1.61
17 C 1.16 -0.17 -1.52
18 N 1.56 1.96 -0.31
19 C 0.45 2.13 0.61
20 C -0.40 0.94 0.89
21 N -0.12 -0.11 1.64
22 N -1.16 -0.92 1.57
23 N -2.08 -0.44 0.84
24 N -1.65 0.74 0.38
25 C -2.46 1.57 -0.46
26 C -2.93 2.80 0.28
27 C -3.60 2.65 1.48
28 C -4.04 3.75 2.21
29 C -3.80 4.99 1.69
30 C -3.13 5.15 0.47
31 C -2.68 4.07 -0.25
32 O -3.01 6.48 0.18
33 C -3.64 7.16 1.24
34 O -4.12 6.22 2.18
35 H 0.93 -4.25 0.47
36 H 0.31 -6.36 0.89
37 H 0.52 -8.76 0.44
38 H 2.09 -9.56 -1.29
39 H 3.45 -7.93 -2.55
40 H 3.23 -5.52 -2.10
41 H 1.12 -2.16 0.48
42 H 3.12 -1.08 -1.39
43 H 3.72 -0.41 0.81
44 H 2.04 -0.18 1.31
45 H 3.16 2.00 1.03
46 H 4.50 0.95 -1.16
47 H 4.19 2.68 -1.00
48 H 3.01 0.90 -3.00
49 H 2.70 2.62 -2.76
50 H 0.55 1.82 -2.14
51 H 1.12 -0.59 -2.53
52 H 0.20 -0.39 -1.06
53 H 0.88 2.47 1.56
54 H -0.19 2.92 0.21
55 H -1.89 1.85 -1.35
56 H -3.31 0.95 -0.76
57 H -3.78 1.66 1.87
58 H -4.56 3.63 3.15
59 H -2.16 4.20 -1.19
60 H -2.92 7.84 1.73
61 H -4.48 7.76 0.85

Summary:
Net charge = 0
Energy above the lowest of the compared OMol25 structures with the same formula, charge and spin = 187.7 kJ/mol
DFT total energy = -41899.0801 eV
SMILES string = O=C(Nc1ccccc1)N[C@@H]1C[C@H]2CC[C@@H](C1)N2Cc1nnnn1Cc1ccc2c(c1)OCO2
LUMO energy = 0.46 eV
HOMO = -7.999 eV


8.
The following is a quantum chemistry calculation of C24H28AgBClN4O5 as an isolated structure in a non-equilibrium geometry, from the OMol25 dataset.

Geometry (Å):
1 C -2.65 -0.87 3.46
2 C -3.64 0.07 2.70
3 C -5.19 -0.28 2.77
4 N -3.33 1.14 2.03
5 C -2.28 0.97 1.11
6 C -1.08 1.92 1.02
7 B -1.06 3.15 2.10
8 N -0.79 2.92 3.53
9 O -1.37 4.42 1.56
10 C -0.01 1.72 0.03
11 O 1.11 2.57 -0.02
12 C 2.11 1.96 0.79
13 O 1.87 1.83 1.97
14 C 3.49 1.49 0.29
15 C 4.57 2.50 0.16
16 C 5.93 2.14 -0.27
17 C 6.28 0.73 -0.61
18 C 5.19 -0.27 -0.49
19 C 3.84 0.09 -0.04
20 C -0.07 0.59 -0.98
21 C 0.99 0.36 -2.07
22 C 0.46 1.15 -3.38
23 C 1.63 1.72 -4.29
24 N 1.27 1.42 -5.70
25 C -1.25 -0.32 -0.87
26 C -2.32 -0.14 0.14
27 C -3.35 -1.30 -0.12
28 O -4.53 -1.39 0.03
29 N -2.49 -2.32 -0.71
30 C -1.63 -3.09 0.22
31 C -0.73 -4.17 -0.49
32 C 0.43 -4.70 0.47
33 Cl -0.19 -5.78 1.79
34 C -1.71 -1.58 -1.70
35 O -1.46 -1.88 -2.83
36 H -1.59 -0.80 3.12
37 H -3.04 -1.93 3.38
38 H -2.74 -0.61 4.56
39 H -5.64 -0.05 3.81
40 H -5.74 0.32 1.99
41 H -5.26 -1.41 2.48
42 H 0.16 2.51 3.56
43 H -1.39 2.15 3.88
44 H -0.69 4.63 0.89
45 H 4.40 3.58 0.41
46 H 6.75 2.89 -0.34
47 H 7.32 0.49 -0.92
48 H 5.42 -1.33 -0.74
49 H 3.04 -0.69 0.07
50 H 2.01 0.71 -1.78
51 H 1.04 -0.73 -2.38
52 H -0.14 2.02 -2.98
53 H -0.26 0.54 -3.98
54 H 2.66 1.36 -4.02
55 H 1.59 2.85 -4.20
56 H 1.81 0.60 -6.01
57 H 1.50 2.23 -6.28
58 H -2.27 -3.65 0.96
59 H -0.93 -2.43 0.83
60 H -0.21 -3.81 -1.42
61 H -1.35 -5.05 -0.79
62 H 1.09 -5.32 -0.20
63 H 1.05 -3.86 0.87
64 Ag -6.60 -1.94 3.64

Summary:
Multiplicity = 2
Net charge = +2
Energy above the lowest of the compared OMol25 structures with the same formula, charge and spin = 497.4 kJ/mol
DFT total energy = -58715.7260 eV
LUMO energy (alpha / beta) = -8.38 / -9.55 eV
HOMO (alpha / beta) = -13.597 / -13.402 eV